[1]
Here is C22H66O11 as an isolated structure in a non-equilibrium geometry from OMol25. Energies are from wB97M-V/def2-TZVPD.

```
99
Properties=species:S:1:pos:R:3:forces:R:3
C 0.681915 -0.218703 4.281978 -0.014 -0.289 1.049
C 0.820663 -1.374724 3.305398 0.021 -0.865 0.059
O -0.443076 -1.983210 2.946096 4.476 -2.456 0.178
H 1.667028 0.108602 4.614458 0.223 0.366 -0.719
H 0.241374 -0.398761 5.262588 -0.376 -0.788 -0.070
H 0.041319 0.565876 3.879271 0.626 0.171 -0.061
H 1.400006 -2.262157 3.560191 0.294 0.722 1.097
H 1.290964 -0.980280 2.404653 -1.257 -0.109 0.660
H -0.228262 -2.840665 2.571648 0.153 -0.277 2.317
C 2.642861 2.075122 1.242878 -0.518 1.249 0.957
C 3.215604 3.202879 2.098360 -3.402 -1.183 -0.716
O 4.493331 3.329383 1.729075 3.717 0.731 0.131
H 2.311809 2.355912 0.243037 0.898 -0.031 -0.099
H 1.735174 1.712866 1.725563 -0.135 0.429 0.119
H 3.352584 1.249615 1.296984 0.178 0.786 -0.490
H 3.012531 2.822097 3.099288 0.503 0.616 0.563
H 2.685608 4.138033 1.917566 -0.205 0.119 0.304
H 5.056375 3.049694 2.454580 0.273 0.133 -0.185
C -0.988438 2.719039 0.395778 -2.201 2.207 -0.776
C -1.512479 2.923441 -1.042618 -0.235 1.480 0.843
O -1.023997 4.218234 -1.409944 0.053 0.130 -1.150
H 0.094490 2.608635 0.339427 -2.192 3.139 1.241
H -1.420864 1.851130 0.893616 0.963 2.392 -1.221
H -1.328237 3.637924 0.873578 0.013 0.027 0.646
H -2.581624 2.888042 -1.251810 -0.153 0.138 0.912
H -1.105655 2.205529 -1.754790 -1.590 0.820 0.668
H -1.326926 4.891639 -0.796457 -0.193 -0.252 0.130
C 3.493194 -1.923015 2.426486 2.404 -0.582 2.422
C 3.398399 -3.471221 2.576446 -0.136 1.474 -0.765
O 2.879899 -3.949857 1.354413 -0.614 -1.020 -0.059
H 2.609066 -1.325190 2.647922 1.706 -1.250 -0.087
H 3.929226 -1.660259 1.462666 0.240 -0.242 0.357
H 4.166281 -1.545187 3.196091 0.654 -0.146 0.225
H 2.704118 -3.745170 3.370819 0.154 -0.176 0.185
H 4.360475 -3.963552 2.718273 0.085 0.363 0.536
H 3.602237 -4.317133 0.839701 -0.170 0.096 -0.275
C 0.815036 2.692804 -2.612442 0.200 1.600 0.141
C 1.821332 1.775104 -3.209605 0.188 1.084 0.949
O 1.099216 0.896358 -3.977429 0.723 0.131 -2.755
H -0.000183 2.194124 -2.088196 2.522 0.107 -1.102
H 0.266293 3.299382 -3.332909 0.310 0.034 -0.557
H 1.249631 3.435242 -1.943115 0.094 -0.052 0.213
H 2.307116 1.191462 -2.427639 0.428 0.038 -0.181
H 2.569708 2.334202 -3.771249 0.302 -0.097 -0.060
H 0.882997 1.382970 -4.776209 -0.196 -0.103 -0.327
O -0.359233 -2.749861 0.521443 -5.293 -10.945 9.367
H -0.488583 -3.606848 0.115152 -0.145 -0.947 -0.222
H -0.214982 -2.942784 1.447841 0.054 0.329 -1.231
O 1.917360 -2.645734 -0.900158 9.082 -8.064 -1.727
H 1.814454 -3.137087 -0.085151 0.634 -0.216 -0.120
H 1.231237 -1.979126 -0.866744 3.261 -0.408 -1.438
C -3.643934 -0.709453 2.070731 0.327 -1.016 1.144
C -2.153031 -0.753990 2.311243 -2.869 0.646 0.060
C -1.538609 0.492613 1.721720 -0.691 -1.218 2.971
O -2.073879 -0.893058 3.723526 -1.105 1.717 0.543
H -3.871332 -0.428939 1.042279 1.327 -2.235 3.080
H -4.146524 -0.070841 2.797143 0.165 0.569 -0.203
H -3.990290 -1.697686 2.373293 -0.417 -0.238 -0.554
H -1.738832 -1.637072 1.824728 -1.240 0.816 -0.362
H -0.566639 0.692651 2.172691 0.004 0.231 -0.343
H -2.107839 1.383908 1.985673 -0.812 -0.708 0.584
H -1.481364 0.324795 0.646237 0.150 -0.142 2.323
H -1.162260 -1.145467 3.887343 -1.526 0.301 0.953
C 2.033656 -0.515950 0.763772 -1.106 -0.702 -0.730
C 0.545133 -0.468572 0.306742 2.898 1.394 -2.464
C 0.362152 0.893665 -0.500870 2.289 -3.362 0.125
O 0.398612 -1.525733 -0.661370 -6.945 15.496 -0.838
H 2.163679 0.198712 1.576458 -0.196 -1.352 -0.342
H 2.784590 -0.274211 0.011621 -0.458 0.210 -0.456
H 2.359864 -1.507359 1.078085 -1.465 0.834 -1.196
H -0.106430 -0.569357 1.174731 0.756 -0.713 -1.162
H -0.626889 0.871968 -0.958504 2.390 0.704 1.051
H 1.075349 0.881254 -1.325072 -0.082 -0.899 0.631
H 0.636543 1.793025 0.050477 1.029 -3.473 -1.183
H -0.184496 -2.185914 -0.279604 0.117 3.095 -3.483
C -0.990542 -1.020521 -5.386363 -0.102 -1.341 0.513
C -1.184851 -1.566551 -3.953132 2.572 0.616 -0.940
C -0.197639 -0.915017 -3.028202 0.612 -0.761 -0.520
O -2.469961 -1.192256 -3.468931 10.932 -14.872 -6.856
H -0.012235 -1.293735 -5.781787 0.137 0.192 0.221
H -1.100532 0.063911 -5.381260 -0.210 -0.050 -0.217
H -1.688936 -1.559283 -6.026726 -0.373 0.493 -0.363
H -0.971387 -2.632180 -3.869478 -0.636 -0.315 -0.442
H -0.062257 -1.372931 -2.048365 -1.044 0.299 -1.769
H -0.472506 0.124571 -2.849842 0.795 -0.505 -1.051
H 0.810626 -0.876954 -3.440581 -0.469 -0.691 -0.090
H -3.028762 -0.998170 -4.225034 -0.499 -1.730 -1.173
C -4.620806 0.039007 -0.656850 -0.206 0.772 -0.970
C -3.519058 0.419768 -1.668143 -0.637 1.072 0.539
C -2.133376 0.077584 -1.179440 -2.349 -0.365 -0.277
O -3.666080 -0.130519 -2.894717 -13.659 8.324 4.336
H -5.485545 0.697755 -0.736663 -0.164 -0.119 -0.306
H -4.296798 0.106560 0.381685 -1.449 2.186 -3.046
H -4.938190 -0.998085 -0.765527 0.014 -0.097 -0.273
H -3.512717 1.497031 -1.834193 -0.450 0.385 0.579
H -2.169080 -0.985134 -0.939742 0.439 -0.039 0.618
H -1.898719 0.751614 -0.355597 -1.485 -0.615 -1.625
H -1.397601 0.171922 -1.978094 -1.575 0.067 0.904
H -2.798646 -0.292191 -3.272885 0.857 6.724 2.186
```
Forces are in eV/Å.

The gap between HOMO and LUMO comes out at 7.34 eV. The energy above the lowest of the compared OMol25 structures with the same formula, charge and spin comes out at 34.348 eV. The value obtained for the LUMO energy is -0.15 eV. The total energy comes out at -1704.154096 Eh. The largest force on an atom is 19.7 eV/Å. For the HOMO energy, the calculation gives -7.49 eV. Its spin multiplicity is 1.

Here are the Mulliken charges for atoms 1 to 6, given in e: -1.843 0.596 -0.556 0.430 0.368 0.438

***

[2]
Here is one molecule with the formula C3H4OS in a non-equilibrium geometry from OMol25. Energies are from wB97M-V/def2-TZVPD.

```
9
Properties=species:S:1:pos:R:3:forces:R:3
S 2.807516 -0.349070 -0.055115 -2.896 0.402 -0.047
C 1.132383 -0.236405 -0.002818 1.054 -0.887 0.883
C 0.035556 0.822610 0.067520 -0.142 -0.042 -0.704
C -0.961312 -0.596888 -0.208032 0.715 3.481 2.649
O 0.286857 -1.340752 0.138412 -0.819 1.219 -1.980
H 0.251591 1.873899 -0.537263 -1.091 -3.068 1.277
H -0.192034 1.042134 1.137564 0.508 0.065 -0.795
H -1.585574 -0.467766 -1.089063 1.391 -1.200 -1.276
H -1.774981 -0.747765 0.548796 1.280 0.029 -0.006
```
Forces are in eV/Å.

The gap between HOMO and LUMO comes out at 9.09 eV. The energy above the lowest of the compared OMol25 structures with the same formula, charge and spin comes out at 2.529 eV. The value obtained for the LUMO energy is 0.17 eV. The total energy comes out at -590.031697 Eh. The SMILES is S=C1CCO1. The largest force on an atom is 4.4 eV/Å. For the HOMO energy, the calculation gives -8.92 eV. Its spin multiplicity is 1.

Here are the Mulliken charges for atoms 1 to 6, given in e: -0.273 0.187 -0.316 -0.342 -0.285 0.262

***

[3]
Here is a 3-piece molecular cluster, C2H4 overall in a non-equilibrium geometry from OMol25. Energies are from wB97M-V/def2-TZVPD.

```
6
Properties=species:S:1:pos:R:3:forces:R:3
C 0.101096 -0.499358 0.306254 -3.086 1.318 1.741
C -0.562116 0.425044 -0.331260 -0.908 -2.128 1.717
H 0.486137 -0.664138 1.338563 0.365 -0.132 -1.377
H -1.860216 -0.393034 0.736669 3.356 0.876 -1.994
H 2.078816 0.445215 -0.795396 0.224 -1.536 0.777
H 2.061382 1.057843 -1.129807 0.049 1.601 -0.864
```
Forces are in eV/Å.

The gap between HOMO and LUMO comes out at 9.12 eV. The energy above the lowest of the compared OMol25 structures with the same formula, charge and spin comes out at 6.962 eV. The value obtained for the LUMO energy is -1.42 eV. The total energy comes out at -78.310563 Eh. The largest force on an atom is 4.0 eV/Å. For the HOMO energy, the calculation gives -10.54 eV. Its spin multiplicity is 1.

So, what does the Mulliken scheme give us? The charges, in e, come out as: -0.366 -0.231 0.342 0.249 -0.116 0.122

***

[4]
Here is C16H22BrHfN5O2S as an isolated structure from OMol25. Energies are from wB97M-V/def2-TZVPD.

```
48
Properties=species:S:1:pos:R:3:forces:R:3
Hf 0.056827 -0.083845 -0.848460 0.378 -0.528 0.021
N 2.030020 -0.562349 -2.003439 -0.183 -0.127 -0.053
C 1.774853 -0.429989 -3.472432 0.029 0.012 0.112
C 0.399304 -0.974343 -3.825999 -0.216 0.097 -0.002
N -0.716891 -0.373666 -3.010808 0.072 -0.005 -0.096
C -1.343532 0.854108 -3.577908 0.035 -0.102 0.003
C -0.440026 2.050584 -3.374259 0.111 0.148 0.101
N 0.044078 2.079531 -1.959029 -0.058 -0.085 -0.055
H 2.905462 -0.101252 -1.764140 0.007 0.037 -0.012
H 2.175022 -1.557179 -1.768993 0.038 -0.004 -0.005
H 2.529725 -0.974223 -4.039553 -0.025 -0.013 -0.018
H 1.870182 0.621509 -3.730294 0.042 -0.007 -0.012
H 0.369818 -2.049498 -3.645910 0.035 0.003 0.000
H 0.201568 -0.801441 -4.885528 0.028 -0.056 -0.009
H -1.443905 -1.085128 -2.972942 -0.013 -0.012 0.001
H -2.290863 0.990922 -3.054053 0.016 0.045 0.006
H -1.563958 0.719459 -4.638434 -0.003 0.003 0.006
H -0.971421 2.970446 -3.616496 -0.023 -0.030 -0.027
H 0.428851 2.009229 -4.026637 -0.030 -0.009 -0.034
H -0.649180 2.573894 -1.399331 -0.003 0.008 0.027
H 0.877741 2.659680 -1.901093 0.044 -0.012 0.000
C 2.129467 -1.700004 3.822883 0.105 -0.047 -0.049
C 2.127103 -2.230023 2.427262 -0.136 0.128 0.064
C 3.204903 -2.898002 1.861502 0.018 -0.070 -0.081
C 3.116187 -3.255842 0.526383 0.159 0.029 0.160
N 2.023679 -3.027026 -0.204675 -0.067 0.108 -0.087
C 1.008395 -2.473553 0.458192 -0.144 0.116 -0.094
S -0.581130 -2.366468 -0.412337 0.279 -0.040 -0.158
N 1.012756 -2.022033 1.700019 0.054 -0.014 0.034
H 2.917289 -2.155384 4.418633 -0.013 -0.004 0.010
H 1.162573 -1.874456 4.289057 -0.015 -0.003 0.009
H 2.298440 -0.621074 3.802684 -0.033 0.007 -0.013
H 4.098240 -3.107250 2.432015 -0.004 -0.014 0.011
H 3.953175 -3.726620 0.024009 -0.042 -0.012 -0.047
Br 0.394430 2.183410 3.631402 -0.022 -0.014 -0.082
C -1.439360 1.912161 3.292301 -0.072 -0.008 0.152
C -2.292364 2.227223 4.335821 -0.045 0.002 -0.040
C -3.665567 2.086132 4.189317 0.027 0.018 0.040
C -4.217979 1.632730 2.997029 0.075 -0.003 -0.001
C -3.379141 1.316030 1.952794 -0.095 0.015 0.048
C -1.983993 1.442946 2.080284 0.029 0.032 0.011
C -1.204182 1.048396 0.940618 0.030 0.098 -0.137
O -1.757241 0.718892 -0.193582 -0.205 0.242 0.285
O 0.093596 0.952891 0.936985 -0.182 0.074 0.045
H -1.881694 2.588290 5.267651 0.010 0.004 -0.003
H -4.304762 2.338544 5.025044 -0.028 -0.006 -0.014
H -5.287540 1.524891 2.891507 -0.008 0.000 0.001
H -3.788953 0.948749 1.022940 0.040 0.005 -0.018
```
Forces are in eV/Å.

The gap between HOMO and LUMO comes out at 7.86 eV. The value obtained for the LUMO energy is -6.55 eV. The total energy comes out at -4067.032548 Eh. The largest force on an atom is 0.7 eV/Å. For the HOMO energy, the calculation gives -14.41 eV. Its net charge is +2. Its spin multiplicity is 1.

Here are the Mulliken charges for atoms 1 to 6, given in e: 1.503 -0.743 -0.625 -0.657 -0.542 -0.632